(1)
Computed, not measured: a molecular structure, C48H48BaN12O3PS2, with wB97M-V/def2-TZVPD.

spin multiplicity	2
strongest force on any atom	3.33	eV/Å
frontier orbital gap (spin up / spin down)	3.996 / 7.189	eV
charge	0
E_HOMO (spin up / spin down)	-4.71 / -7.90	eV
molar mass	1073.43	g/mol

Each line ends with the Löwdin spin population.
Atoms and positions in Å:
Ba -1.3022 1.0914 -1.9848  0.01
C -0.0201 -3.1050 -4.4774  0.07
C -0.7549 -2.0022 -4.0990  0.01
N -0.1192 -0.8682 -3.8352  0.07
C 1.1958 -0.6781 -4.1104  0.04
C 1.9673 -1.8838 -4.2534  0.02
N 1.3101 -3.0162 -4.4399  0.01
C 1.8305 0.6171 -4.0206  0.11
C 3.1922 0.7344 -4.2761  -0.01
C 3.8099 1.9452 -4.0666  0.11
C 3.0751 3.0400 -3.4842  0.01
C 1.7380 2.8291 -3.2270  0.06
N 1.0740 1.6902 -3.6249  0.23
C 0.9892 3.8665 -2.4910  0.02
C 1.4829 5.1342 -2.2758  0.00
N 0.9583 5.9745 -1.3954  0.02
C -0.1085 5.5580 -0.7181  0.04
C -0.7516 4.3674 -1.1126  0.01
N -0.2405 3.4994 -2.0154  0.05
C 5.2523 2.1613 -4.3384  0.01
C 6.0168 1.1467 -5.0043  0.03
C 7.3318 1.4117 -5.3130  0.00
N 7.9653 2.4975 -4.9143  0.04
C 7.3009 3.4148 -4.1626  -0.01
C 5.9371 3.3225 -3.9514  0.03
H -0.4780 -4.0500 -4.8494  0.00
H -1.8341 -2.0005 -3.8726  0.00
H 3.0843 -1.9651 -4.3791  0.00
H 3.7244 -0.0666 -4.7282  0.00
H 3.5599 3.9770 -3.1992  0.00
H 2.3302 5.5054 -2.7995  0.00
H -0.4280 6.2395 0.0907  0.00
H -1.6912 4.0151 -0.5769  0.00
H 5.5592 0.2175 -5.3756  0.00
H 7.8371 0.6662 -5.8832  0.00
H 7.8101 4.2755 -3.7872  0.00
H 5.3377 4.1861 -3.7469  0.00
C -3.6565 -2.1901 -6.3320  0.00
C -3.4883 -0.7551 -6.6092  0.00
O -4.2927 0.0500 -5.6957  0.00
P -3.9934 0.8045 -4.3483  0.00
S -2.5608 2.1017 -4.4283  0.00
S -3.9271 -0.5778 -2.8225  0.00
O -5.4225 1.5801 -4.0811  0.00
C -5.7564 2.7885 -4.7583  0.00
C -5.9853 3.8695 -3.7493  0.00
H -3.3143 -2.7215 -7.2271  0.00
H -4.7351 -2.4881 -6.1518  0.00
H -3.0316 -2.6331 -5.4942  0.00
H -3.9603 -0.4450 -7.5472  0.00
H -2.3657 -0.4917 -6.5230  0.00
H -6.6627 2.5492 -5.3512  0.00
H -5.0491 3.0303 -5.5584  0.00
H -6.8372 3.7328 -3.1021  0.00
H -6.1294 4.7759 -4.2861  0.00
H -5.1121 4.0316 -3.1641  0.00
C -6.5208 -5.4806 9.3071  0.00
O -5.4548 -6.1593 8.5666  0.00
C -5.1935 -5.7817 7.2962  0.00
C -6.1436 -5.2548 6.3844  0.00
C -5.6999 -4.5365 5.2926  0.00
C -4.3524 -4.4880 4.9036  0.00
C -3.4503 -5.1713 5.7373  0.00
C -3.8055 -5.8691 6.8733  0.00
C -3.8617 -3.6385 3.8949  0.00
N -4.6237 -2.6880 3.3723  0.00
C -3.6888 -2.0321 2.5953  0.00
C -2.4058 -2.5468 2.6481  0.00
N -2.5176 -3.5657 3.5626  0.00
C -1.2695 -1.9069 2.0904  0.00
C 0.1160 -2.3529 2.2013  0.00
C 1.1306 -1.7043 1.5152  0.00
C 0.6952 -0.7489 0.5707  0.00
N -0.5416 -0.3337 0.3926  0.00
C -1.5488 -0.8712 1.1798  0.00
C -2.9364 -0.3188 1.0728  0.00
N -3.1046 0.8970 0.3583  0.00
C -4.3362 1.4562 0.3573  0.00
C -5.4338 0.8906 1.0136  0.00
C -5.2273 -0.1579 1.8319  0.00
C -3.9878 -0.8584 1.8175  0.00
H -6.2131 -5.6225 10.3319  0.00
H -7.4972 -5.9461 9.1834  0.00
H -6.5755 -4.3603 9.0060  0.00
H -7.2122 -5.4741 6.3770  0.00
H -6.4390 -4.0172 4.6862  0.00
H -2.3999 -5.1395 5.3773  0.00
H -2.9937 -6.1086 7.5515  0.00
H -1.7569 -4.1645 3.7715  0.00
H 0.3550 -3.0584 2.9791  0.00
H 2.2066 -1.9356 1.5867  0.00
H 1.4117 -0.4475 -0.2179  0.00
H -4.3790 2.4589 -0.1118  0.00
H -6.4187 1.3319 0.9217  0.00
H -6.0214 -0.5704 2.5317  0.00
C 6.5042 -0.0464 3.2068  0.00
C 6.5823 -0.1307 4.7261  0.00
N 6.5267 1.2609 5.3853  0.00
C 7.7211 2.0787 4.7614  0.00
C 7.7974 1.9422 3.1615  0.00
N 6.5175 1.3325 2.5992  0.00
C 5.3792 2.0585 3.1887  0.00
C 5.2285 1.8468 4.6942  0.00
H 5.5952 -0.6647 2.8439  0.00
H 7.3928 -0.5375 2.8002  0.00
H 7.4390 -0.7090 5.0974  0.00
H 5.6914 -0.7089 5.0790  0.00
H 8.6527 1.7087 5.2534  0.00
H 7.6298 3.1619 4.9841  0.00
H 8.6523 1.2724 2.9731  0.00
H 7.9372 2.9360 2.7248  0.00
H 4.5206 1.5177 2.6805  0.00
H 5.3429 3.1347 2.9214  0.00
H 4.3264 1.2128 4.8707  0.00
H 4.9966 2.8488 5.1672  0.00

(2)
Computed, not measured: 12 unconnected molecules or ions with the total composition C48H48F6N6, with wB97M-V/def2-TZVPD.

SMILES	Fc1ccccc1.Fc1ccccc1.Fc1ccccc1.Fc1ccccc1.Fc1ccccc1.Fc1ccccc1.CC#N.CC#N.CC#N.CC#N.CC#N.CC#N
strongest force on any atom	7.02	eV/Å
frontier orbital gap	9.254	eV
charge	0
E_HOMO	-9.14	eV
molar mass	822.94	g/mol

Each line ends with the Mulliken charge.
Atoms and positions in Å:
F 3.0321 -4.6698 -6.7261  -0.35
C 3.0131 -3.4369 -6.2273  0.43
C 2.1807 -3.1587 -5.1887  -0.42
C 2.2025 -1.8798 -4.6509  -0.42
C 3.0036 -0.8902 -5.2065  -0.85
C 3.8110 -1.1958 -6.2985  -0.35
C 3.8236 -2.4907 -6.8057  -0.52
H 1.4703 -3.9091 -4.8718  0.50
H 1.6462 -1.7718 -3.7214  0.69
H 3.0014 0.1038 -4.7686  0.44
H 4.4836 -0.4612 -6.7285  0.37
H 4.4997 -2.8253 -7.5845  0.41
F -2.8123 -0.4288 5.0284  -0.36
C -3.3216 0.5496 4.2478  -0.05
C -4.3255 1.3487 4.7619  -0.51
C -4.9257 2.3066 3.9542  -0.47
C -4.5077 2.4657 2.6290  -0.76
C -3.5124 1.6480 2.1241  -0.55
C -2.9468 0.6544 2.9309  0.55
H -4.5961 1.1901 5.8054  0.44
H -5.6398 3.0002 4.3792  0.41
H -4.9772 3.2128 1.9957  0.41
H -3.1501 1.6818 1.1041  0.58
H -2.1396 0.0572 2.5076  0.44
F 0.4589 -0.6610 3.6781  -0.23
C 1.3028 0.2498 4.2634  0.06
C 2.5865 -0.1520 4.6029  -0.45
C 3.4190 0.7501 5.2680  -0.52
C 2.9763 2.0310 5.5293  -0.61
C 1.7013 2.4318 5.1180  -0.39
C 0.8573 1.5200 4.4795  0.16
H 2.8261 -1.1990 4.4370  0.49
H 4.4172 0.4645 5.5796  0.40
H 3.6139 2.7554 6.0271  0.40
H 1.3956 3.4476 5.3356  0.45
H -0.1583 1.7820 4.2011  0.24
F -1.3361 7.4536 3.6988  -0.34
C -1.2943 6.1798 3.2084  0.22
C -0.5217 5.9378 2.1107  -0.65
C -0.5558 4.6651 1.5677  -0.65
C -1.2290 3.6372 2.2216  0.37
C -1.9103 3.9017 3.3631  0.10
C -1.9554 5.1731 3.8675  -0.80
H 0.0839 6.7280 1.6871  0.49
H 0.0643 4.4694 0.6970  0.36
H -1.2658 2.6411 1.7970  0.10
H -2.3628 3.0893 3.9182  0.27
H -2.5520 5.4191 4.7390  0.46
F 3.8011 -4.4008 -2.6378  -0.33
C 3.8358 -3.4928 -1.7074  -0.01
C 4.1902 -2.2119 -2.0275  -0.02
C 4.2004 -1.2296 -1.0596  -0.52
C 3.8711 -1.5745 0.2290  -0.44
C 3.4383 -2.8453 0.5238  -0.51
C 3.3783 -3.8031 -0.4608  -0.50
H 4.5141 -2.0017 -3.0459  0.53
H 4.4665 -0.2207 -1.3311  0.43
H 4.0124 -0.8666 1.0448  0.43
H 3.1268 -3.1098 1.5221  0.44
H 3.0362 -4.8177 -0.2779  0.48
F -0.5560 -6.5212 0.7188  -0.33
C -1.3233 -5.5153 1.2566  0.17
C -1.7506 -4.5040 0.4160  -0.17
C -2.4460 -3.4374 0.9174  -0.45
C -2.5868 -3.3333 2.2994  -0.42
C -2.1623 -4.3691 3.1551  -0.68
C -1.5308 -5.4881 2.6126  -0.39
H -1.5039 -4.6110 -0.6387  0.35
H -2.8232 -2.6650 0.2636  0.60
H -3.2061 -2.5155 2.6759  0.46
H -2.3837 -4.3464 4.2159  0.43
H -1.1205 -6.2301 3.2897  0.41
C -3.0841 -3.6874 -3.1840  -0.10
C -3.1941 -3.9025 -4.6323  0.09
N -3.2712 -4.0566 -5.7201  -0.42
H -3.7727 -4.3805 -2.6996  0.43
H -3.3290 -2.6745 -2.9067  -0.05
H -2.0608 -3.9310 -2.9119  0.05
C 3.9386 4.0438 1.3383  -0.99
C 3.1133 3.0582 0.6768  0.38
N 2.4894 2.2691 0.1978  -0.29
H 3.3445 4.9202 1.5763  0.26
H 4.7572 4.3318 0.6867  0.34
H 4.3267 3.6008 2.2515  0.27
C -3.4255 1.0937 -2.1262  0.09
C -4.3493 -0.0112 -1.8275  0.36
N -5.0570 -0.8577 -1.5811  -0.52
H -3.9907 2.0040 -2.3245  0.47
H -2.8707 0.8609 -3.0376  -0.02
H -2.7116 1.2333 -1.3250  -0.39
C 0.9426 3.5706 -2.7654  -1.06
C -0.0840 2.9948 -1.9302  0.36
N -0.9018 2.6666 -1.2513  -0.19
H 1.6911 2.8292 -3.0082  0.20
H 1.4047 4.3913 -2.2186  0.33
H 0.4795 3.9392 -3.6703  0.42
C -0.2005 -0.0471 0.1556  1.14
C -0.7171 -0.8953 -0.9101  -0.12
N -1.3148 -1.5133 -1.6580  -0.08
H 0.6604 0.5434 -0.1436  0.05
H 0.0551 -0.6598 1.0158  0.38
H -1.0066 0.6561 0.3838  -1.34
C -0.9584 -0.7661 -5.5497  -0.69
C -0.2336 0.4456 -5.1590  0.43
N 0.3456 1.3970 -4.8520  -0.49
H -2.0211 -0.5386 -5.5408  0.39
H -0.7174 -1.5582 -4.8510  0.00
H -0.6288 -1.0752 -6.5375  0.40

Which of these has the highest molar mass?
C48H48BaN12O3PS2

Among the records above, which one has the highest strongest force on any atom?
C48H48F6N6